C34H38MgN3O4S5 as an isolated structure. Source: OMol25; level of theory: ωB97M-V/def2-TZVPD.

Structure (XYZ):
```
85
Properties=species:S:1:pos:R:3:mulliken_charge:R:1
Mg -0.71 -0.38 0.14 2.718
C -1.89 2.42 3.13 0.602
C -1.03 1.44 3.87 -0.978
S -0.54 0.03 2.82 0.404
C -1.66 -1.24 3.52 -1.278
C -3.07 -1.10 3.00 -0.683
S -3.04 -1.04 1.16 0.363
C -4.30 0.21 0.73 -0.725
C -3.94 1.66 1.09 -0.243
S -3.69 2.09 2.89 -0.285
H -1.43 2.68 2.14 -0.696
H -1.80 3.36 3.71 0.514
H -1.50 0.98 4.75 0.547
H -0.08 1.89 4.15 0.352
H -1.67 -1.05 4.58 0.584
H -1.22 -2.20 3.35 0.322
H -3.47 -0.17 3.33 0.187
H -3.78 -1.84 3.36 0.584
H -5.29 -0.04 1.09 0.547
H -4.32 0.19 -0.36 0.290
H -4.77 2.29 0.82 0.684
H -2.98 1.98 0.58 -0.375
N -1.96 -2.45 -3.58 0.133
C -0.91 -1.63 -4.04 0.263
C -0.35 -1.56 -5.29 -1.062
C 0.77 -0.76 -5.45 -0.778
C 1.26 -0.06 -4.27 -0.998
C 0.70 -0.22 -3.04 0.112
C -0.44 -1.03 -2.91 0.047
N -1.12 -1.40 -1.81 0.260
C -2.04 -2.24 -2.22 -0.459
C -2.97 -3.04 -1.36 -0.467
C -4.30 -2.70 -1.24 -0.071
S -5.07 -3.87 -0.23 -0.129
C -3.56 -4.67 -0.07 -0.165
N -2.54 -4.18 -0.66 -0.379
H -2.61 -2.99 -4.12 0.245
H -0.71 -2.11 -6.15 0.440
H 1.37 -0.81 -6.29 0.431
H 2.16 0.47 -4.30 0.578
H 1.09 0.38 -2.24 0.705
H -4.84 -1.89 -1.66 0.583
H -3.48 -5.46 0.60 0.531
O 1.29 0.79 -0.08 -0.641
C 1.23 2.29 0.06 3.057
C -0.32 2.48 -0.06 -0.845
O -0.70 3.64 0.03 -0.707
O -1.06 1.43 -0.15 -1.203
C 2.02 2.91 -1.05 0.286
C 3.41 3.14 -0.89 -0.170
C 4.18 3.49 -2.02 -0.832
C 3.58 3.67 -3.24 -0.649
C 2.15 3.58 -3.37 -0.744
C 1.42 3.22 -2.29 -0.607
C 1.80 2.71 1.45 -1.000
C 1.62 4.04 1.84 -0.181
C 2.04 4.55 3.05 -1.016
C 2.74 3.69 3.88 -0.503
C 3.03 2.40 3.54 -1.047
C 2.50 1.89 2.32 0.256
H 2.20 0.51 -0.26 0.317
H 3.95 3.02 0.06 0.326
H 5.22 3.61 -1.88 0.497
H 4.18 3.99 -4.07 0.458
H 1.65 3.79 -4.30 0.481
H 0.35 3.15 -2.29 0.613
H 1.11 4.69 1.19 0.503
H 1.79 5.52 3.45 0.461
H 3.16 4.12 4.77 0.409
H 3.64 1.78 4.13 0.549
H 2.70 0.86 2.01 0.114
O 0.28 -1.98 0.57 -1.104
S 1.74 -2.35 0.66 0.410
C 2.37 -3.10 -0.87 -0.732
C 1.54 -4.35 -0.99 -0.001
C 1.58 -5.06 0.34 -0.803
C 1.92 -3.97 1.34 -0.884
H 3.41 -3.23 -0.63 0.613
H 2.12 -2.34 -1.69 0.136
H 1.86 -5.05 -1.76 0.567
H 0.49 -4.05 -1.17 -0.276
H 2.33 -5.82 0.29 0.304
H 0.69 -5.55 0.61 0.370
H 2.98 -3.96 1.59 0.443
H 1.50 -4.10 2.34 0.520
```

Calculated values
- Net charge: +1
- LUMO level: -1.93 eV
- Energy above the lowest of the compared OMol25 structures with the same formula, charge and spin: 1.431 eV

---

A 11-piece molecular cluster, C56H70F6O15 overall. Source: OMol25; level of theory: ωB97M-V/def2-TZVPD.

Structure (XYZ):
```
147
Properties=species:S:1:pos:R:3:mulliken_charge:R:1
C -3.04 0.77 -5.48 -0.692
C -2.38 1.88 -6.24 -0.365
O -1.11 2.18 -5.61 -0.273
C 0.05 1.83 -6.25 0.550
O 0.16 1.47 -7.41 -0.617
O 1.05 1.79 -5.32 0.142
C 2.34 1.57 -5.89 -0.586
H -2.78 0.85 -4.48 -0.196
H -2.74 -0.24 -5.71 0.357
H -4.12 0.82 -5.57 0.453
H -2.94 2.80 -6.12 0.278
H -2.16 1.65 -7.30 0.334
H 3.01 1.20 -5.09 -0.019
H 2.70 2.54 -6.30 0.322
H 2.38 0.88 -6.76 0.350
C 4.28 -3.36 5.25 -1.205
C 3.65 -2.00 5.17 -0.027
O 2.21 -2.12 5.28 -0.299
C 1.65 -0.94 5.62 0.821
O 2.24 0.08 6.00 -0.626
O 0.35 -1.11 5.57 -0.327
C -0.36 0.07 5.92 -0.506
H 4.03 -3.89 4.34 0.252
H 3.95 -3.73 6.22 0.383
H 5.39 -3.25 5.40 0.344
H 3.81 -1.51 4.22 0.046
H 4.05 -1.29 5.89 0.417
H -1.47 -0.18 5.81 0.075
H -0.13 0.90 5.13 0.147
H -0.19 0.48 6.88 0.488
C 2.50 4.77 -1.91 -1.314
C 1.91 3.39 -2.23 0.676
O 2.85 2.32 -2.70 -0.067
C 3.78 1.97 -1.78 0.574
O 3.93 2.44 -0.68 -0.532
O 4.46 0.97 -2.41 -0.237
C 5.72 0.60 -1.93 -0.840
H 2.84 4.81 -0.84 0.197
H 1.68 5.52 -2.02 0.418
H 3.34 4.98 -2.59 0.326
H 1.14 3.52 -3.05 0.235
H 1.39 2.96 -1.34 -0.382
H 6.34 0.38 -2.78 0.372
H 5.64 -0.22 -1.21 0.180
H 6.14 1.38 -1.25 0.325
C 2.29 2.85 1.81 -0.213
C 1.58 3.51 2.97 -0.405
O 0.37 4.06 2.48 -0.259
C -0.64 4.02 3.37 0.870
O -0.75 3.38 4.35 -0.585
O -1.54 4.86 2.94 -0.371
C -2.79 4.89 3.60 -0.242
H 1.75 2.00 1.40 0.008
H 3.30 2.48 2.12 0.347
H 2.54 3.62 1.11 -0.119
H 2.30 4.36 3.25 0.277
H 1.37 2.79 3.80 0.256
H -3.60 4.63 2.91 -0.233
H -2.98 5.95 3.80 0.308
H -2.89 4.26 4.47 0.370
C -2.84 -0.82 -2.65 -0.287
C -2.94 -1.97 -1.64 -0.580
O -1.85 -2.92 -1.64 0.416
C -1.91 -3.84 -2.64 0.315
O -2.77 -3.90 -3.44 -0.618
O -0.94 -4.75 -2.62 -0.437
C 0.13 -4.56 -1.72 0.353
H -1.84 -0.59 -2.93 -0.631
H -3.43 0.03 -2.29 0.441
H -3.25 -1.21 -3.62 0.622
H -3.84 -2.49 -1.90 0.691
H -2.93 -1.61 -0.60 -0.144
H 0.73 -3.73 -2.10 -0.198
H 0.66 -5.49 -1.69 0.369
H -0.04 -4.35 -0.72 -0.356
F 0.99 -1.76 0.77 -0.844
C 0.30 -0.62 0.59 0.278
C -0.18 0.06 1.69 -0.724
C -0.81 1.27 1.49 -0.508
C -0.95 1.84 0.21 -0.341
C -0.61 1.07 -0.91 -0.600
C 0.04 -0.17 -0.71 1.591
H -0.11 -0.28 2.70 0.522
H -1.24 1.86 2.32 0.000
H -1.40 2.83 0.09 0.362
H -0.91 1.38 -1.90 0.916
H 0.19 -0.85 -1.58 -0.636
F 6.76 -4.01 1.79 -0.371
C 6.18 -2.79 1.70 0.399
C 4.88 -2.70 1.21 -0.848
C 4.27 -1.39 1.10 0.531
C 4.96 -0.26 1.46 -0.269
C 6.27 -0.43 1.82 -0.484
C 6.88 -1.65 1.95 -0.746
H 4.36 -3.55 0.88 0.627
H 3.20 -1.36 0.88 -0.108
H 4.44 0.67 1.45 0.316
H 6.94 0.40 1.96 0.429
H 7.91 -1.74 2.18 0.519
F -6.72 2.35 -2.25 -0.372
C -5.79 3.03 -1.47 0.567
C -4.67 3.62 -2.11 -0.566
C -3.82 4.39 -1.34 -0.321
C -3.99 4.41 0.05 -0.275
C -5.11 3.75 0.69 -0.250
C -6.09 3.12 -0.10 -0.803
H -4.61 3.63 -3.20 0.507
H -2.99 5.00 -1.69 0.436
H -3.30 4.85 0.77 0.198
H -5.24 3.85 1.73 0.424
H -7.02 2.77 0.36 0.421
F -0.14 -0.67 -4.07 0.126
C 0.89 -1.55 -4.11 -0.068
C 0.72 -2.74 -4.82 -0.653
C 1.90 -3.56 -5.00 -0.716
C 3.12 -3.15 -4.47 -0.732
C 3.20 -1.95 -3.76 -0.725
C 2.13 -1.15 -3.59 0.820
H -0.21 -3.03 -5.33 0.452
H 1.81 -4.41 -5.67 0.456
H 4.02 -3.73 -4.63 0.468
H 4.14 -1.68 -3.26 0.260
H 2.22 -0.11 -3.31 0.304
F -4.03 1.39 3.38 -0.205
C -4.55 0.18 3.05 0.642
C -4.92 -0.61 4.13 -0.761
C -5.57 -1.80 3.70 -0.252
C -5.79 -2.05 2.34 -0.703
C -5.43 -1.22 1.35 -0.574
C -4.79 -0.03 1.68 -0.079
H -4.64 -0.46 5.20 0.372
H -5.74 -2.65 4.34 0.372
H -6.16 -3.07 2.15 0.347
H -5.58 -1.52 0.30 0.377
H -4.41 0.70 0.95 0.522
F -3.20 -4.82 0.57 -0.448
C -2.34 -4.42 1.51 0.601
C -1.27 -5.29 1.69 -0.413
C -0.25 -4.98 2.57 -0.399
C -0.32 -3.77 3.28 -0.684
C -1.41 -2.97 3.09 -0.359
C -2.46 -3.26 2.24 -0.165
H -1.17 -6.12 1.00 0.452
H 0.65 -5.58 2.63 0.376
H 0.43 -3.33 3.89 0.537
H -1.39 -2.01 3.64 0.259
H -3.27 -2.55 2.12 0.296
```

Calculated values
- LUMO level: 0.52 eV
- Energy above the lowest of the compared OMol25 structures with the same formula, charge and spin: 3.265 eV

---

HOTl as an isolated structure. Source: OMol25; level of theory: ωB97M-V/def2-TZVPD.

Structure (XYZ):
```
3
Properties=species:S:1:pos:R:3:mulliken_charge:R:1
Tl 2.32 -2.56 -0.88 1.000
O -1.45 1.01 0.15 0.499
H -0.87 1.54 0.73 0.501
```

Calculated values
- Net charge: +2
- LUMO level: -20.18 eV
- Energy above the lowest of the compared OMol25 structures with the same formula, charge and spin: 0.067 eV